1.
30
Properties=species:S:1:pos:R:3 method="wB97M-V/def2-TZVPD" multiplicity=6 e_homo_ev="-7.668 / -7.936" e_above_lowest_ev=0.0000 total_energy_ha=-3090.63554 orbital_gap_ev="7.400 / 6.755" e_lumo_ha="-0.0098 / -0.0434" s2=8.772
Fe 0.2754 -0.2844 0.2330
S 3.9149 2.2072 0.5935
C 4.3134 0.7808 1.4453
C 3.2964 -0.1276 1.4388
C 2.1428 0.3227 0.7288
C 2.3586 1.5802 0.2247
C 1.3380 2.2936 -0.5461
C 1.4863 3.5662 -1.0855
C 0.4391 4.1246 -1.7920
C -0.7432 3.4129 -1.9552
C -0.8240 2.1547 -1.3941
N 0.1874 1.6145 -0.7113
H 5.2840 0.6890 1.9078
H 3.3708 -1.0880 1.9288
H 2.4149 4.1028 -0.9465
H 0.5422 5.1150 -2.2163
H -1.5814 3.8194 -2.5015
H -1.7165 1.5487 -1.4837
S -1.3382 -0.6866 1.7158
C -2.2240 -1.9391 0.8256
C -3.4491 -2.3660 1.3342
C -4.1826 -3.3463 0.6870
C -3.6954 -3.9145 -0.4829
C -2.4792 -3.4973 -0.9973
C -1.7336 -2.5107 -0.3550
S -0.1842 -2.0307 -1.0736
H -3.8199 -1.9220 2.2496
H -5.1322 -3.6658 1.0964
H -4.2612 -4.6819 -0.9952
H -2.0914 -3.9385 -1.9071

***

2.
31
Properties=species:S:1:pos:R:3 method="wB97M-V/def2-TZVPD" e_homo_ev=-8.038 total_energy_ha=-1029.02226 orbital_gap_ev=7.431 e_lumo_ha=-0.0223
O -2.8660 6.1151 -1.5209
C -2.5324 5.1391 -0.9069
O -2.9889 4.8320 0.2977
C -1.5196 4.1341 -1.4371
O -1.4723 3.0097 -0.5993
C -0.6027 2.0070 -0.8820
C 0.2692 1.9990 -1.9762
C 1.1228 0.9326 -2.1883
C 1.1037 -0.1320 -1.3018
C 0.2242 -0.1151 -0.2069
C -0.6316 0.9384 0.0198
O 0.3297 -1.2293 0.5610
C 1.2902 -2.0263 -0.0059
C 1.6705 -3.2257 0.4811
C 1.1579 -3.8695 1.6435
C 1.4988 -5.0900 2.1945
C 0.6920 -5.2472 3.3356
C -0.0804 -4.1218 3.4033
O 0.1919 -3.2917 2.3943
C 1.8479 -1.3860 -1.2255
O 2.7127 -1.8375 -1.9498
H -3.6293 5.4958 0.6019
H -0.5475 4.6478 -1.4822
H -1.8165 3.8704 -2.4620
H 0.2860 2.8243 -2.6693
H 1.7971 0.9212 -3.0300
H -1.3088 0.9612 0.8562
H 2.4402 -3.7470 -0.0680
H 2.2331 -5.7722 1.8184
H 0.6819 -6.0758 4.0135
H -0.8328 -3.8156 4.1035